No. 1
{"formula": "C3H8N3", "method": "wB97M-V/def2-TZVPD", "species": ["C", "C", "C", "N", "N", "N", "H", "H", "H", "H", "H", "H", "H", "H"], "positions_angstrom": [[0.13641, 0.41437, -2.02907], [-0.26064, -0.03257, -0.21294], [-0.45142, 0.43097, 2.07077], [-0.76148, -0.44910, -1.44460], [0.64861, 0.85918, -0.86836], [-0.82024, -0.21152, 0.98844], [0.10360, 0.73729, -3.07336], [2.06797, -1.47093, 0.04298], [0.49896, 0.86620, 2.28583], [-1.00760, 0.40333, 2.90299], [1.96174, -1.50698, 0.84082], [-1.48650, -0.99109, -1.83469], [1.01388, 1.69928, -0.45451], [-1.64329, -0.74844, 0.78572]], "atomic_forces_ev_per_a": [[-1.588, -0.145, -2.095], [0.098, -0.011, -0.722], [0.974, -0.219, -0.271], [2.437, 1.830, 0.135], [-1.415, -1.493, 2.256], [1.593, 1.370, -2.135], [0.641, -0.020, 0.652], [-0.213, -0.113, 1.911], [0.683, 0.222, -1.080], [-2.400, -0.570, 2.616], [0.298, 0.036, -1.854], [-0.633, -0.831, -0.172], [0.395, 0.216, -0.635], [-0.870, -0.274, 1.394]], "total_charge": 1}

=====

No. 2
{"formula": "C3H8N3O", "method": "wB97M-V/def2-TZVPD", "species": ["C", "C", "C", "N", "N", "N", "O", "H", "H", "H", "H", "H", "H", "H", "H"], "positions_angstrom": [[1.00876, -0.71632, 1.01915], [0.35805, 0.33659, 0.15398], [1.27264, 0.83190, -1.02087], [-0.82266, -0.28888, -0.43348], [-1.93460, -0.21175, 0.18978], [-2.99759, -0.56463, -0.52024], [-2.14098, 0.22851, 1.36758], [1.66332, -1.48274, 0.57161], [1.80962, -0.23046, 1.70035], [0.22004, -1.14442, 1.61168], [0.09021, 1.11266, 0.84540], [2.14800, 0.25407, -1.19820], [1.40584, 1.92893, -0.85357], [0.59597, 0.78897, -2.03794], [-2.67662, -0.84243, -1.39524]], "atomic_forces_ev_per_a": [[2.747, 0.694, 1.516], [0.010, -1.621, -1.068], [-3.712, 1.517, -1.439], [1.730, 0.477, -0.672], [-2.495, 0.095, -1.201], [-1.161, 0.411, 3.028], [1.012, -0.070, -0.212], [-0.857, 0.016, -0.619], [-1.317, -0.414, -0.458], [-0.024, -0.378, 0.474], [-0.266, 0.829, 0.094], [0.868, -0.222, 0.117], [0.686, -0.853, -0.298], [1.651, -0.063, 2.482], [1.128, -0.418, -1.742]], "total_charge": -1, "smiles": "CC(C)[N-][N+]([NH-])=O"}

=====

No. 3
{"formula": "C3H8N3O", "method": "wB97M-V/def2-TZVPD", "species": ["C", "C", "C", "N", "N", "N", "O", "H", "H", "H", "H", "H", "H", "H", "H"], "positions_angstrom": [[1.59583, 0.70543, -1.76538], [1.86035, 2.64828, -0.88709], [-0.64068, -1.59336, 1.14903], [2.29988, 1.82117, -1.81932], [0.60607, 0.79539, -0.84608], [0.75045, 2.09101, -0.35662], [-1.16832, -0.48061, 0.39111], [1.63410, -0.28527, -2.07868], [-2.11380, -0.52196, 0.24394], [2.24283, 3.60693, -0.72002], [0.12156, -2.07533, 0.58709], [-1.29441, -2.18820, 1.62104], [-0.19140, -1.18907, 2.02707], [-0.06076, 0.07884, -0.37074], [0.24402, 2.42160, 0.39668]], "atomic_forces_ev_per_a": [[-2.086, 1.033, 2.905], [-2.317, -2.895, -1.432], [1.962, 2.727, -0.358], [1.805, -0.388, -0.842], [1.551, 2.716, -0.013], [1.546, -1.468, -1.003], [0.067, -0.596, 0.443], [1.113, -1.153, -1.853], [-0.207, -0.192, -0.109], [0.263, 1.231, 0.486], [0.264, -0.753, -0.572], [-3.070, -2.529, 0.530], [0.909, 0.787, 0.512], [-0.343, 0.919, -0.461], [-1.459, 0.560, 1.766]], "total_charge": 1}

=====

No. 4
{"formula": "C3H8N3O", "method": "wB97M-V/def2-TZVPD", "species": ["N", "C", "N", "C", "N", "C", "O", "H", "H", "H", "H", "H", "H", "H", "H"], "positions_angstrom": [[-1.67163, -0.88259, -0.77690], [-0.50213, -0.69686, -0.16729], [-0.02771, -1.49400, 0.75144], [0.26190, 0.54218, -0.48903], [1.51547, 0.67282, 0.29338], [-0.70644, 1.77156, -0.12688], [-1.77384, 1.86537, -0.57894], [-1.78773, -0.24043, -1.49626], [-2.12237, -1.75702, -0.95591], [-0.52939, -2.38360, 0.73215], [0.85631, -1.27726, 1.28338], [0.35740, 0.75554, -1.48439], [2.37700, 0.46248, -0.28957], [1.50922, 1.57135, 0.64628], [-0.17325, 2.33348, 0.62241]], "atomic_forces_ev_per_a": [[1.401, -0.574, 0.578], [0.454, 0.203, -0.024], [-0.042, -0.654, -0.183], [-0.033, 0.918, 3.272], [-0.232, -3.020, -2.488], [2.340, -2.183, 0.728], [-1.772, 0.822, -0.694], [-0.813, 1.327, -1.466], [-0.158, -0.583, 0.515], [0.748, 0.076, 1.096], [-1.301, -0.309, -1.024], [0.439, -0.309, -2.970], [-1.529, 0.668, 1.088], [0.806, 2.180, 0.994], [-0.308, 1.439, 0.577]], "total_charge": 1, "smiles": "NC(=[NH2+])[C@H](N)C=O"}

=====

No. 5
{"formula": "C3H8N3O", "method": "wB97M-V/def2-TZVPD", "species": ["C", "C", "C", "N", "N", "N", "O", "H", "H", "H", "H", "H", "H", "H", "H"], "positions_angstrom": [[0.20955, 0.76543, -0.18465], [1.62300, 1.09172, -0.18415], [-1.72686, -0.67275, -0.11862], [-0.33384, -0.41619, -0.35661], [-2.59180, 0.39406, 0.10061], [2.67213, -0.97197, 0.14676], [2.68071, 0.35197, 0.01518], [-0.54132, 1.59255, -0.04815], [2.12009, 2.11070, -0.29856], [-1.58826, -1.53136, 0.67169], [-1.91167, -1.28061, -0.97637], [-2.57774, 0.86292, 0.95274], [3.59949, -1.39005, 0.13942], [1.81717, -1.48050, 0.46588], [-3.45063, 0.57407, -0.32515]], "atomic_forces_ev_per_a": [[-2.549, -0.705, -0.114], [2.551, 0.312, 0.027], [0.715, -1.402, 0.550], [3.235, 1.497, 1.157], [1.190, 0.016, -0.058], [-0.963, -2.099, 0.145], [-1.698, 0.748, -0.468], [1.207, -0.208, -0.063], [-1.722, -0.994, 0.155], [-0.589, 1.556, -0.702], [-1.119, -0.319, -0.796], [0.319, 0.498, 1.752], [-0.372, 0.558, 0.266], [0.941, 1.052, -0.544], [-1.144, -0.510, -1.306]], "total_charge": 1}

=====

No. 6
{"formula": "C3H8N3O", "method": "wB97M-V/def2-TZVPD", "species": ["N", "C", "C", "C", "O", "N", "N", "H", "H", "H", "H", "H", "H", "H", "H"], "positions_angstrom": [[-2.35479, 0.53561, 0.30275], [-1.09665, 0.33981, 0.02336], [-0.02721, 1.11763, -0.23292], [1.20876, 0.31905, -0.40765], [2.24956, 0.61851, 0.51558], [0.76188, -1.11939, 0.02062], [-0.61869, -0.99708, 0.07516], [-2.68086, 1.51314, 0.14448], [-3.00364, -0.25527, -0.01784], [0.00041, 2.19465, -0.45786], [1.46784, 0.25746, -1.49321], [3.15305, 0.26120, 0.22488], [0.87035, -1.96228, -0.49887], [1.10667, -1.15239, 0.92310], [-1.03667, -1.67065, 0.87843]], "atomic_forces_ev_per_a": [[-3.758, -0.149, -0.653], [4.480, -0.492, 0.060], [-0.143, 1.089, -0.031], [1.575, -0.010, -0.584], [0.786, -0.668, -1.517], [-1.947, 1.951, -1.327], [-4.569, -3.592, 2.541], [0.065, -1.426, 0.219], [1.052, 1.953, 0.710], [-0.128, -0.787, 0.148], [0.587, 0.074, 0.925], [-1.832, 0.822, 0.279], [1.332, -0.539, -0.922], [1.445, -0.538, 2.521], [1.055, 2.310, -2.371]], "total_charge": 1, "smiles": "NC1=C[C@@H](O)[NH2+]N1"}

=====

The calculation returns the following energy relative to the best compared isomer or geometry (same formula, charge and spin) values, one per record and in order: 140.7; 0.0; 52.9; 23.2; 127.7; 67.5 kcal/mol.